Record 1
85
Properties=species:S:1:pos:R:3:forces:R:3:lowdin_charge:R:1 method="wB97M-V/def2-TZVPD" max_force_ha_per_bohr=0.0629 gap_ev=9.327 charge=+1
Na -0.786583 1.564835 -0.132412 0.4 -0.6 0.2 0.2410
C -2.197387 4.421352 0.105871 0.4 0.9 1.6 -0.0747
O -2.250912 3.036899 0.281494 0.4 0.0 -0.9 -0.2401
C -3.519075 2.465046 0.184103 -1.4 0.1 -0.3 -0.1828
C -3.447805 1.042544 -0.313645 0.0 1.0 1.8 -0.1569
N -2.653321 0.253706 0.628186 -0.7 -0.7 -1.7 -0.0298
C -3.003375 -1.119689 0.395949 0.7 -0.9 -0.1 -0.1993
C -2.509169 -1.890781 1.569519 0.7 -0.3 0.8 -0.1921
O -2.261584 -1.093383 2.760678 0.4 -2.1 0.0 -0.1751
C -1.654533 -2.016289 3.713130 0.2 1.0 -0.3 -0.0679
H -2.785200 4.877826 -0.665169 -1.4 -0.3 -0.1 0.0922
H -1.239798 4.733869 -0.238359 1.3 -0.2 0.1 0.0707
H -2.328950 4.848182 1.115147 -0.3 0.5 -0.6 0.1206
H -4.131275 2.963895 -0.545037 -0.2 0.8 -0.5 0.1259
H -4.050624 2.611063 1.125636 0.0 -0.4 0.3 0.1439
H -2.968980 1.067077 -1.270593 0.5 -0.2 -0.6 0.1062
H -4.455232 0.673337 -0.516222 -0.2 -0.1 0.4 0.1378
H -2.846449 0.315614 1.614433 -0.4 1.4 0.3 0.1143
H -2.579620 -1.540401 -0.527679 0.1 0.3 0.1 0.1221
H -4.053929 -1.339045 0.310277 -0.9 0.6 -0.1 0.1196
H -1.634496 -2.440889 1.336158 1.4 -0.2 -0.3 0.0871
H -3.192194 -2.669407 1.766598 -1.2 -0.9 0.7 0.1169
H -1.309204 -1.464240 4.569095 -0.6 0.4 0.6 0.0915
H -0.726163 -2.456834 3.374347 0.1 -0.1 -0.8 0.0576
H -2.269186 -2.862398 3.973646 -0.7 0.0 0.2 0.0967
C -1.668817 3.030117 -3.137020 2.4 1.4 0.6 -0.0358
O -1.161354 1.980416 -2.271987 -1.1 1.1 -1.2 -0.2606
C -0.812284 0.866011 -3.059677 0.5 -0.5 -1.2 -0.1788
C -0.368999 -0.256638 -2.154334 0.1 0.5 -0.2 -0.2282
N -0.480964 -1.568958 -2.665678 -0.3 -1.3 0.0 -0.0201
C -0.000670 -2.532978 -1.654065 -0.5 -0.1 -0.5 -0.1952
C -0.026374 -3.893146 -2.283254 -1.1 -0.3 1.0 -0.2468
O 0.979163 -3.887148 -3.239633 -0.6 0.9 0.1 -0.1817
C 1.127196 -5.071348 -3.953704 -1.0 -0.2 -0.7 -0.0954
H -0.742236 3.571339 -3.491909 -1.0 -0.6 -0.3 0.1169
H -2.186450 3.820529 -2.600398 -0.2 -0.4 0.6 0.0751
H -2.295873 2.758093 -3.970473 -0.1 -0.8 -0.2 0.0962
H -0.085764 1.118698 -3.880091 -0.3 0.0 0.9 0.1561
H -1.703025 0.538727 -3.567023 -0.6 -0.4 -0.4 0.1249
H -1.084990 -0.283011 -1.362852 -0.3 0.4 1.1 0.0841
H 0.639486 -0.121942 -1.808245 0.5 0.6 0.6 0.1123
H 0.110029 -1.684473 -3.456824 0.5 -0.2 -0.9 0.1095
H -0.648187 -2.483514 -0.774102 0.2 -0.1 -0.1 0.1003
H 1.031325 -2.396506 -1.374775 0.5 0.7 0.4 0.1037
H -1.053746 -3.927527 -2.698639 0.4 -0.7 -0.3 0.1342
H 0.128291 -4.717052 -1.539319 -0.2 0.6 -0.4 0.1434
H 2.002202 -5.508770 -3.585487 1.2 -1.5 0.6 0.0705
H 1.351468 -4.766182 -4.950670 0.0 -0.1 -1.0 0.0811
H 0.245865 -5.764002 -3.957922 0.7 0.7 0.2 0.1150
C 5.681879 -2.341756 2.411826 0.4 -1.4 0.8 -0.1194
O 4.612888 -2.395168 1.522704 -0.1 -0.1 -1.1 -0.2072
C 3.349385 -2.437744 2.176929 1.3 -0.3 -2.6 -0.1993
C 2.376969 -2.628744 1.021279 0.2 -1.9 0.4 -0.2082
N 1.029804 -2.268014 1.384754 0.7 0.7 -1.0 -0.0349
C 0.791441 -0.853175 1.107195 -2.5 -0.4 2.0 -0.1788
C 0.780078 0.076512 2.338236 0.2 -0.9 -1.6 -0.1590
O 0.167921 1.231959 1.844845 0.3 0.5 -0.2 -0.2394
C -0.461021 1.997935 2.830511 -0.1 0.4 -0.5 -0.0644
H 6.706572 -2.271561 1.966446 -1.2 0.0 -0.2 0.1022
H 5.644758 -3.325002 2.981840 0.4 1.3 0.1 0.1087
H 5.483879 -1.454922 2.998909 0.6 0.1 1.0 0.0782
H 3.191168 -1.530251 2.701525 -0.3 1.1 0.7 0.0970
H 3.295664 -3.271067 2.843200 0.0 -0.7 0.8 0.1192
H 2.385962 -3.691312 0.735180 0.1 0.0 0.3 0.1243
H 2.744748 -2.192072 0.084917 -0.3 0.7 0.5 0.1222
H 0.780411 -2.586245 2.331529 0.3 0.6 -0.8 0.1054
H -0.201410 -0.850916 0.649694 -0.4 0.5 0.5 0.0813
H 1.302876 -0.299460 0.364670 1.8 -0.5 -0.9 0.0979
H 1.804514 0.223200 2.694060 -0.1 0.3 0.2 0.1311
H 0.168752 -0.347746 3.102340 -0.3 -0.3 0.8 0.0910
H 0.279312 2.467031 3.453288 0.2 0.6 0.4 0.1062
H -1.063330 1.345345 3.404696 -0.8 -0.6 1.0 0.0814
H -1.132335 2.703421 2.328606 0.3 0.1 0.3 0.0908
C 1.266142 3.783146 0.595231 -0.7 1.5 -0.3 -0.0299
C 1.305126 3.365383 -0.861182 1.8 0.6 1.1 -0.4513
C 2.647927 3.830375 -1.434473 0.0 0.9 1.3 -0.0194
O 1.229926 1.977094 -0.878187 -0.2 -1.8 -0.7 -0.0737
H 0.296460 3.607191 1.058657 0.0 0.4 -0.1 0.0515
H 1.591295 4.828237 0.683853 -0.5 0.0 0.1 0.1064
H 1.957560 3.236923 1.169823 1.0 -1.0 0.5 0.0795
H 0.418512 3.696672 -1.375693 -0.1 0.5 -0.5 0.1185
H 2.716520 4.915123 -1.389822 -0.2 0.2 -0.1 0.0863
H 2.837255 3.563023 -2.441769 0.2 -0.6 -0.9 0.0712
H 3.479713 3.528046 -0.750852 -0.6 -0.3 -0.6 0.1103
H 2.092435 1.565921 -0.831834 0.4 0.1 0.1 0.1179



Record 2
90
Properties=species:S:1:pos:R:3:forces:R:3:lowdin_charge:R:1 method="wB97M-V/def2-TZVPD" max_force_ha_per_bohr=0.0523 gap_ev=7.162 charge=+2
Sr -0.157785 4.873723 -0.221484 0.0 -2.2 1.0 1.7032
Sr -0.297719 -1.686987 -0.754341 -1.5 0.4 0.1 1.5939
C -0.386127 1.199349 -0.320634 -0.9 -1.2 1.9 -0.9031
O -0.372573 2.478458 -0.333778 0.3 2.3 -0.7 -0.2664
O -1.480405 0.543121 -0.322706 -0.5 0.5 -0.6 -0.1566
O 0.661792 0.506959 -0.092626 1.5 0.5 -0.4 -0.1877
C -2.014281 5.929969 2.729757 -1.2 -0.4 0.4 -0.0661
O -1.010115 5.039453 2.255187 0.5 0.5 -1.5 -0.3345
C -0.305855 4.365532 3.277512 -0.1 -0.7 1.2 -0.2023
C 0.683760 3.310191 2.782466 -0.6 0.1 -1.5 -0.1616
N 1.520713 3.754090 1.638096 -1.0 0.9 0.5 -0.1341
C 2.568993 4.664766 2.087902 1.2 -0.2 -0.5 -0.1891
C 3.599267 4.986394 1.014493 1.2 0.0 0.5 -0.2413
O 4.359457 3.830514 0.797439 -0.2 -1.1 0.3 -0.2117
C 5.479851 4.013267 -0.063045 -1.9 1.6 -1.0 -0.0650
H -2.856428 5.338040 3.099578 0.1 0.0 0.2 0.1071
H -2.448433 6.518512 1.921453 0.5 0.0 -0.2 0.0933
H -1.698185 6.588765 3.538554 0.4 0.0 -0.1 0.1075
H -1.023434 3.805729 3.889973 -0.1 0.1 0.0 0.1406
H 0.125305 5.108391 3.955879 0.3 0.0 -0.2 0.1353
H 0.168506 2.460285 2.327445 -0.5 0.0 0.4 0.1107
H 1.231723 2.923992 3.645070 0.3 0.2 0.0 0.1388
H 1.800075 2.892466 1.176750 0.7 0.3 -0.1 0.1110
H 3.127872 4.200761 2.905242 0.0 0.2 0.2 0.1380
H 2.151358 5.615032 2.428750 -0.3 -0.1 0.1 0.1289
H 4.340422 5.720885 1.356830 -0.5 0.4 0.4 0.1333
H 3.176613 5.455708 0.107509 -0.2 -0.4 -0.3 0.1137
H 6.124282 3.146317 -0.115367 0.0 0.0 0.3 0.0939
H 5.949627 4.978433 0.158698 0.6 -0.4 0.4 0.0936
H 4.980529 4.229789 -1.022710 0.8 -0.5 -0.4 0.0928
C -0.931585 -1.114880 2.740165 0.2 -0.4 0.3 -0.0644
O -0.248348 -1.978190 1.839449 0.1 -0.3 0.4 -0.3154
C 1.047017 -2.377592 2.308864 0.0 -1.4 -1.5 -0.1475
C 1.573712 -3.393770 1.238051 0.7 0.2 0.7 -0.1734
N 1.791268 -2.820459 -0.071319 -0.1 0.0 -0.3 -0.2088
C 2.139272 -3.800201 -1.131082 -0.8 0.7 1.4 -0.1451
C 1.006029 -4.793192 -1.433207 0.2 1.4 0.5 -0.1543
O -0.214485 -4.054560 -1.677408 1.2 -0.9 -1.0 -0.3054
C -1.228772 -4.851875 -2.270001 -1.6 0.3 0.1 -0.0755
H -0.481426 -0.125842 2.638810 -0.4 0.2 0.3 0.0874
H -0.861392 -1.511103 3.757995 0.4 0.2 0.1 0.1026
H -2.001559 -1.144725 2.540784 0.1 0.3 -0.5 0.0894
H 0.999909 -2.952921 3.235777 -0.3 0.3 0.2 0.1312
H 1.701285 -1.512270 2.432705 0.1 0.0 -0.1 0.1310
H 0.890465 -4.232970 1.100600 -0.4 0.2 0.4 0.1136
H 2.497033 -3.874583 1.590249 0.0 0.2 0.3 0.1342
H 2.502774 -2.090826 -0.084701 0.1 -0.1 0.4 0.0793
H 3.002927 -4.335636 -0.725321 0.3 -0.3 -0.9 0.1358
H 2.314267 -3.120900 -1.964232 0.5 -0.7 -0.5 0.1118
H 0.801641 -5.385489 -0.541431 0.3 -0.7 -0.3 0.1247
H 1.333879 -5.338245 -2.316854 -0.4 -0.4 0.1 0.1381
H -1.838838 -4.214265 -2.908561 0.1 0.3 0.2 0.0618
H -1.880769 -5.213018 -1.472846 0.0 -0.2 0.0 0.0985
H -1.015044 -5.684499 -2.943823 1.2 0.0 0.4 0.1082
C 1.495378 -0.788996 -3.395017 2.0 -1.0 0.2 -0.1064
O 0.192843 -1.312012 -3.275752 -0.2 1.2 0.1 -0.2965
C -0.853755 -0.548753 -3.928177 -0.4 -1.9 0.3 -0.1470
C -2.097588 -1.445894 -3.767131 -0.4 1.9 0.4 -0.1622
N -2.413875 -1.424297 -2.327444 -1.1 -1.0 0.8 -0.1350
C -3.601616 -2.243790 -1.942462 0.9 -1.1 -1.8 -0.1799
C -3.749110 -2.610730 -0.474935 -1.6 1.4 -0.4 -0.1998
O -2.608105 -3.190426 0.144036 -0.5 0.1 -1.0 -0.2270
C -2.921479 -3.785905 1.379799 0.5 0.4 1.3 -0.0920
H 2.107932 -1.008391 -2.508320 -0.6 0.0 0.5 0.0627
H 1.683707 0.276297 -3.532011 -0.9 0.1 -0.4 0.1059
H 2.064696 -1.383836 -4.117899 -0.3 0.4 -0.6 0.1045
H -0.605108 -0.385173 -4.975840 0.1 0.2 0.0 0.1353
H -1.067281 0.372206 -3.382311 0.3 0.2 -0.1 0.1281
H -1.977153 -2.454014 -4.153623 0.2 0.0 0.1 0.1193
H -2.897681 -0.939591 -4.320855 -0.1 -0.3 -0.2 0.1319
H -2.767143 -0.513677 -2.033691 0.6 0.4 -0.4 0.0706
H -3.595594 -3.163474 -2.541089 0.6 -0.3 0.3 0.1074
H -4.490093 -1.823197 -2.427167 -0.4 0.5 1.0 0.1339
H -4.686628 -3.182596 -0.481642 0.5 -1.0 0.3 0.1378
H -4.118276 -1.729887 0.067143 0.7 0.2 0.3 0.1178
H -1.995923 -4.099886 1.865008 0.1 -0.3 -0.5 0.0908
H -3.626729 -4.615495 1.330476 0.0 0.0 -0.3 0.1045
H -3.281531 -3.042101 2.101879 -0.5 0.1 -0.3 0.0904
C -5.234517 0.969191 -0.285631 -0.4 0.1 1.1 -0.1681
O -4.050017 0.764874 -1.000560 0.1 0.0 -0.5 -0.1514
H -5.093814 0.873177 0.798569 0.2 -0.1 0.0 0.0798
H -5.680522 1.961366 -0.409094 0.1 0.0 -0.4 0.0751
H -5.989173 0.220414 -0.532740 0.1 0.0 -0.3 0.0808
H -3.241874 0.964278 -0.491520 0.0 -0.1 0.0 0.0410
C 4.392585 0.465127 -0.257579 -0.2 0.9 0.2 -0.1355
O 3.255213 -0.339135 -0.037566 0.1 -0.7 0.5 -0.1645
H 5.287667 -0.130887 -0.422699 -0.3 -0.3 -0.5 0.0900
H 4.151725 1.144987 -1.080248 0.6 -0.1 -0.2 0.0827
H 4.674528 1.099360 0.590058 -0.4 0.0 0.2 0.0683
H 2.440247 0.180976 0.095482 0.1 0.2 -0.3 0.0327